{
  "formula": "C24H49N6O9",
  "method": "ωB97M-V with the def2-TZVPD basis set",
  "species": ["C", "C", "C", "C", "C", "C", "O", "O", "C", "C", "O", "O", "C", "N", "H", "H", "H", "H", "H", "H", "H", "H", "H", "H", "H", "H", "H", "H", "C", "C", "O", "N", "C", "H", "H", "H", "H", "H", "H", "H", "C", "C", "O", "N", "C", "H", "H", "H", "H", "H", "H", "H", "C", "C", "O", "N", "C", "H", "H", "H", "H", "H", "H", "H", "C", "C", "O", "N", "C", "H", "H", "H", "H", "H", "H", "H", "C", "C", "O", "N", "C", "H", "H", "H", "H", "H", "H", "H"],
  "coordinates": [[1.09127, -1.31789, -5.54088], [0.97839, -2.81488, -5.25001], [1.16815, -3.74882, -6.47866], [1.44571, -3.04306, -7.81554], [2.23899, -4.88665, -6.30025], [1.39759, -6.09441, -5.93239], [0.92076, -6.92024, -6.64979], [1.15654, -6.01250, -4.61351], [2.42194, -5.63094, -3.98805], [2.33142, -5.06045, -2.55219], [1.79153, -3.95243, -2.40021], [2.86712, -5.80128, -1.69492], [3.18165, -4.83628, -5.09097], [3.77296, -3.54183, -4.76836], [0.32522, -0.99169, -6.24876], [0.91761, -0.75270, -4.62337], [2.07633, -1.03074, -5.91283], [-0.04030, -2.97039, -4.88660], [1.62592, -3.07025, -4.42154], [0.20593, -4.24271, -6.63006], [2.35964, -2.45017, -7.79225], [1.53101, -3.81449, -8.58384], [0.60283, -2.41433, -8.10634], [2.84581, -5.00161, -7.19499], [2.96694, -6.56895, -3.88718], [4.01173, -5.50703, -5.35202], [4.64758, -3.64704, -4.27897], [3.89068, -2.96338, -5.58657], [3.07817, -5.57976, 3.57705], [2.72150, -4.13349, 3.30507], [2.99060, -3.25401, 4.12673], [2.11241, -3.86148, 2.14134], [1.74201, -4.80076, 1.08011], [3.56285, -5.63534, 4.54784], [2.18383, -6.20312, 3.58897], [3.75901, -5.95822, 2.81466], [1.89486, -2.88294, 2.00025], [2.22607, -4.54028, 0.14407], [0.66189, -4.76304, 0.92957], [2.02771, -5.81183, 1.34599], [1.88273, -0.38130, 4.23892], [1.82230, -0.03380, 2.77473], [1.06312, -0.59901, 2.00289], [2.65234, 0.94602, 2.32497], [3.60930, 1.72653, 3.07961], [1.17148, -1.17725, 4.42767], [2.87316, -0.74712, 4.50495], [1.62713, 0.48340, 4.85685], [2.56089, 1.12707, 1.33793], [3.36251, 2.78966, 3.02142], [4.61520, 1.58492, 2.67900], [3.60623, 1.42504, 4.12139], [-0.12257, 2.96267, 2.39815], [-0.33928, 4.38380, 1.95354], [0.22007, 5.33891, 2.48322], [-1.19946, 4.58325, 0.92363], [-1.96014, 3.59631, 0.17974], [0.58202, 2.95847, 3.22530], [-1.06144, 2.51424, 2.72888], [0.28904, 2.36458, 1.58442], [-1.30236, 5.55191, 0.66896], [-1.69311, 3.64505, -0.87661], [-3.02614, 3.80774, 0.27365], [-1.76125, 2.59790, 0.55369], [-3.16113, 1.32728, 5.99347], [-3.60366, 1.43620, 4.55317], [-2.82342, 1.71426, 3.65964], [-4.91552, 1.20490, 4.27945], [-5.97772, 0.85909, 5.20217], [-2.09714, 1.53611, 6.03783], [-3.69045, 2.04844, 6.61762], [-3.34010, 0.32292, 6.37861], [-5.14124, 1.28709, 3.30074], [-6.41077, -0.10722, 4.93782], [-6.76860, 1.61108, 5.17100], [-5.59678, 0.80050, 6.21582], [-2.64682, 8.21071, 0.71313], [-3.69195, 7.63306, -0.21248], [-3.43803, 6.75154, -1.01570], [-4.95281, 8.13905, -0.12045], [-5.44103, 9.17766, 0.76456], [-1.69912, 7.71783, 0.52399], [-2.52421, 9.27914, 0.53219], [-2.92283, 8.04901, 1.75545], [-5.60293, 7.71417, -0.76228], [-6.23873, 8.79086, 1.40144], [-5.83744, 10.01483, 0.18680], [-4.64121, 9.54391, 1.39850]],
  "gap_ev": 6.68,
  "homo_energy_ev": -4.91,
  "charge": -1
}



{
  "formula": "C5H5FIN",
  "method": "ωB97M-V with the def2-TZVPD basis set",
  "species": ["C", "C", "N", "C", "C", "F", "C", "I", "H", "H", "H", "H", "H"],
  "coordinates": [[1.77796, 0.64861, -0.39716], [0.39055, 0.19880, -0.18254], [-0.40926, 0.82483, 0.77408], [-1.56122, 0.14392, 0.90333], [-1.63180, -0.89040, 0.02692], [-2.54077, -1.89322, -0.01428], [-0.19960, -0.91970, -0.65213], [0.34880, -2.22808, -2.14905], [1.90207, 1.66340, -0.61307], [2.30910, 0.44559, 0.54335], [2.14315, 0.00080, -1.23592], [-0.15183, 1.32705, 1.56020], [-2.37716, 0.67839, 1.43626]],
  "gap_ev": 9.17,
  "homo_energy_ev": -8.58,
  "smiles": "Cc1[nH]cc(F)c1I",
  "charge": 0
}



{
  "formula": "C3H5NS",
  "method": "ωB97M-V with the def2-TZVPD basis set",
  "species": ["C", "N", "S", "C", "C", "H", "H", "H", "H", "H"],
  "coordinates": [[1.12421, -0.89068, -0.15896], [-0.13640, -1.42115, 0.03712], [-1.16783, -0.03388, 0.01722], [-0.05713, 1.31649, -0.12357], [1.26479, 0.65200, 0.16712], [2.09512, -1.60528, -0.02674], [0.02780, 1.97148, -1.12736], [-0.44472, 1.81822, 0.85327], [2.16932, 0.88602, -0.64911], [1.80131, 0.95285, 1.10694]],
  "gap_ev": 8.80,
  "homo_energy_ev": -8.20,
  "smiles": "C1=NSCC1",
  "charge": 0
}



{
  "formula": "C11H86NO31",
  "method": "ωB97M-V with the def2-TZVPD basis set",
  "species": ["C", "C", "C", "C", "N", "C", "C", "C", "C", "C", "C", "C", "H", "H", "H", "H", "H", "H", "H", "H", "H", "H", "H", "H", "H", "H", "H", "H", "H", "H", "H", "H", "H", "H", "H", "H", "O", "H", "H", "O", "H", "H", "O", "H", "H", "O", "H", "H", "O", "H", "H", "O", "H", "H", "O", "H", "H", "O", "H", "H", "O", "H", "H", "O", "H", "H", "O", "H", "H", "O", "H", "H", "O", "H", "H", "O", "H", "H", "O", "H", "H", "O", "H", "H", "O", "H", "H", "O", "H", "H", "O", "H", "H", "O", "H", "H", "O", "H", "H", "O", "H", "H", "O", "H", "H", "O", "H", "H", "O", "H", "H", "O", "H", "H", "O", "H", "H", "O", "H", "H", "O", "H", "H", "O", "H", "H", "O", "H", "H"],
  "coordinates": [[53.09800, 56.27600, 14.35600], [52.25700, 55.03000, 14.28200], [52.15500, 54.38400, 15.65600], [51.45900, 53.12400, 15.51900], [51.36500, 52.20300, 16.74800], [52.58500, 51.51400, 17.02600], [52.83500, 50.36900, 16.08300], [51.41600, 49.96500, 15.71600], [50.60000, 50.98800, 16.44300], [50.91100, 52.93000, 18.02100], [49.62700, 53.86600, 17.80800], [49.12800, 54.43800, 19.16500], [54.10800, 56.11500, 14.62400], [52.86400, 56.96500, 15.24100], [53.26300, 56.64300, 13.48800], [52.61000, 54.22800, 13.46400], [51.32600, 55.50100, 14.15400], [51.61800, 55.07000, 16.41400], [53.24000, 54.25700, 15.91500], [51.66000, 52.50600, 14.58500], [50.31600, 53.44900, 15.25800], [52.42000, 51.14800, 18.02800], [53.42900, 52.19700, 16.83400], [53.53300, 49.55600, 16.47900], [53.09100, 50.89900, 15.11800], [50.98200, 49.07400, 16.21300], [51.26400, 49.94100, 14.54900], [50.30300, 50.63000, 17.38900], [49.69500, 51.21800, 15.88900], [51.51000, 53.69600, 18.33100], [50.75600, 52.31200, 18.94300], [48.78000, 53.31000, 17.58500], [49.88500, 54.58500, 17.06500], [48.73000, 53.57900, 19.82700], [48.28400, 55.21900, 18.82300], [49.96200, 54.94500, 19.86500], [48.48700, 50.08000, 19.61400], [48.21700, 49.39200, 19.05000], [47.72100, 50.15000, 20.18500], [49.38400, 52.28700, 12.57200], [48.98000, 53.15600, 12.64800], [48.67000, 51.68500, 12.88500], [48.44900, 54.04200, 13.76800], [47.71700, 53.55600, 14.06800], [48.52600, 54.54300, 14.45100], [51.24800, 49.75000, 20.42500], [51.24800, 48.86400, 20.82300], [50.30600, 49.83100, 20.22900], [55.32300, 56.25000, 13.05500], [56.10300, 56.51100, 12.58500], [55.79500, 55.68900, 13.75800], [52.16900, 57.98500, 11.91700], [51.96100, 57.14900, 11.31200], [52.19600, 58.58900, 11.23900], [53.26700, 47.72600, 18.67900], [53.11800, 47.22600, 19.59700], [53.90900, 48.34200, 18.98300], [54.41000, 49.99200, 19.73500], [55.24700, 50.55900, 20.04000], [53.77300, 50.18100, 20.47600], [53.70600, 58.53300, 13.23100], [54.21100, 57.73900, 13.41800], [52.85000, 58.27600, 12.72100], [55.64300, 49.02400, 15.47500], [54.92700, 48.40500, 15.72000], [56.45200, 49.03600, 15.94000], [51.19000, 47.02200, 18.68900], [51.51500, 46.07600, 18.59600], [52.00000, 47.63000, 18.62200], [53.42400, 54.26100, 18.50900], [54.11200, 54.10300, 17.88700], [53.68600, 53.46900, 18.97400], [48.77600, 48.29800, 17.49200], [48.80300, 48.15300, 16.55600], [49.69200, 48.25400, 17.91700], [50.39100, 47.44000, 13.22400], [51.10700, 47.46000, 13.92800], [50.18800, 46.64900, 12.96800], [52.92300, 53.24600, 10.48500], [53.82400, 53.45800, 10.96300], [53.32200, 53.16400, 9.62500], [51.38500, 56.73500, 21.07100], [51.25300, 55.84500, 21.50800], [50.56300, 57.27600, 21.33500], [48.16600, 52.79700, 22.37600], [47.48700, 53.16400, 23.11500], [49.13300, 52.68700, 22.69300], [54.66400, 53.90400, 11.76700], [54.64700, 54.68700, 12.27200], [55.16700, 54.11000, 11.07900], [47.32200, 55.65700, 21.56200], [47.65400, 54.78500, 22.00200], [46.59700, 55.65100, 22.21300], [48.37200, 55.36300, 16.06000], [47.56800, 55.53100, 16.32800], [48.91200, 56.06500, 16.18400], [46.89500, 51.18400, 16.78900], [47.41900, 50.39500, 17.07900], [46.09900, 50.73000, 16.39400], [53.02500, 60.30200, 15.03700], [52.19800, 60.40800, 14.57600], [53.41700, 59.69300, 14.35000], [54.03600, 46.89400, 16.18900], [54.44700, 46.03600, 16.33000], [53.72500, 46.80900, 17.23800], [50.55000, 57.31700, 16.49500], [51.23600, 57.63600, 16.99600], [49.74200, 57.79900, 16.78600], [54.85500, 51.76700, 14.82900], [54.33500, 50.95400, 14.80500], [55.27900, 51.93200, 13.93000], [55.05300, 53.17100, 16.60000], [54.87100, 52.46000, 16.03700], [55.18700, 53.93700, 15.98900], [47.94600, 58.05700, 19.40200], [47.46600, 58.69700, 19.80700], [47.78000, 57.30100, 19.95500], [56.45900, 55.37200, 15.26100], [56.93700, 56.13200, 14.99900], [56.91000, 54.50700, 15.14100], [50.18300, 57.84300, 13.82100], [50.90200, 57.86900, 13.13900], [50.45500, 57.76100, 14.67000], [52.62400, 56.76700, 18.48500], [52.70900, 55.82100, 18.37500], [52.23300, 56.84600, 19.41000], [46.67700, 51.04400, 21.61000], [46.75100, 50.56600, 22.57300], [47.31300, 51.85700, 21.65700]],
  "gap_ev": 8.25,
  "homo_energy_ev": -10.91,
  "charge": 1
}



{
  "formula": "C16H16BN8Zr",
  "method": "ωB97M-V with the def2-TZVPD basis set",
  "species": ["Zr", "C", "C", "N", "N", "C", "B", "N", "C", "C", "C", "N", "N", "C", "C", "C", "N", "H", "H", "H", "H", "H", "H", "H", "H", "H", "H", "N", "C", "N", "C", "C", "C", "C", "C", "C", "H", "H", "H", "H", "H", "H"],
  "coordinates": [[-0.08782, -0.69155, -0.29348], [-0.20784, 1.87647, 3.17259], [-0.00672, 1.80198, 1.82300], [-0.16472, 0.50889, 1.40326], [-0.47848, -0.24000, 2.51809], [-0.51000, 0.57133, 3.56994], [-0.82334, -1.77917, 2.46975], [0.39052, -2.54946, 1.90600], [1.09662, -3.53532, 2.45028], [2.10713, -3.93015, 1.56909], [1.96917, -3.11723, 0.47514], [0.92072, -2.26468, 0.66530], [-2.01668, -1.97106, 1.48496], [-3.21220, -2.51299, 1.69021], [-3.94328, -2.49977, 0.49898], [-3.11171, -1.92822, -0.42683], [-1.92592, -1.59290, 0.16223], [-0.15247, 2.74838, 3.80278], [0.24287, 2.58031, 1.11782], [-0.74529, 0.18106, 4.54911], [-1.10046, -2.16514, 3.55494], [0.84193, -3.90449, 3.43268], [2.83643, -4.70642, 1.72854], [2.53850, -3.07065, -0.43964], [-3.47921, -2.87591, 2.67166], [-4.94623, -2.86550, 0.35592], [-3.28281, -1.72299, -1.47128], [0.20076, -1.05961, -4.40823], [-0.68800, -0.54705, -3.57412], [-0.12079, -0.16756, -2.41532], [1.24677, -0.44533, -2.57358], [2.29600, -0.15925, -1.69079], [3.55872, -0.59979, -2.07313], [3.75626, -1.23817, -3.30382], [2.72398, -1.44964, -4.20899], [1.45718, -1.05225, -3.80916], [-0.02026, -1.38023, -5.34529], [-1.73777, -0.45151, -3.80982], [2.19096, 0.53334, -0.85079], [4.41297, -0.38293, -1.44550], [4.75843, -1.53441, -3.58363], [2.91859, -1.88965, -5.17855]],
  "gap_ev": 7.94,
  "homo_energy_ev": -19.08,
  "charge": 3
}



{
  "formula": "C5H7N3",
  "method": "ωB97M-V with the def2-TZVPD basis set",
  "species": ["C", "C", "C", "N", "N", "N", "C", "C", "H", "H", "H", "H", "H", "H", "H"],
  "coordinates": [[0.92001, 1.07547, 1.97113], [1.04198, -0.22502, 1.62674], [0.44722, -0.32712, 0.36938], [-0.03298, 0.90202, 0.15321], [0.40034, 1.87789, 0.99965], [-0.53603, 0.95214, -1.32226], [-1.03214, -0.45663, -1.33808], [0.17694, -1.10936, -0.79633], [1.23238, 1.32002, 2.95908], [1.22358, -1.08616, 2.24030], [-1.20970, 1.62099, -1.39848], [-1.30151, -0.85568, -2.37421], [-1.92970, -0.42389, -0.70992], [0.95036, -1.08509, -1.65770], [-0.35076, -2.17958, -0.72251]],
  "gap_ev": 9.91,
  "homo_energy_ev": -8.97,
  "smiles": "c1cc2n(n1)NCC2",
  "charge": 0
}